No. 1
Molecular formula: C8H8IO4
Method: DFT, wB97M-V/def2-TZVPD

## Properties
**Lowest unoccupied orbital energy**: 2.20 eV
**Net charge**: -1
**HOMO energy**: -4.5345 eV

Each line ends with the Löwdin charge.
Geometry (Å):
C -1.76 0.72 -0.27  -0.007
C -2.74 0.12 0.59  -0.513
C -1.06 1.89 0.12  -0.527
C 0.85 -1.59 -1.21  -0.542
C 1.26 -0.71 -0.16  -0.542
C -2.06 1.70 2.31  -0.130
C 2.33 0.36 -0.50  -0.050
C 0.81 -0.85 1.10  0.074
O -3.54 -0.78 0.32  0.005
O -0.36 2.60 -0.59  0.014
O -2.76 0.66 1.88  0.012
O -1.24 2.24 1.47  0.020
I 2.37 -3.24 -1.38  0.614
H -1.61 0.39 -1.39  0.149
H 0.85 -1.25 -2.28  0.058
H -0.17 -1.94 -1.13  0.058
H 3.19 -0.30 -0.68  0.044
H 1.95 0.72 -1.47  0.084
H 2.38 1.07 0.32  0.075
H 0.26 -1.70 1.14  0.041
H 1.05 -0.13 1.81  0.062

=====

No. 2
Molecular formula: C12H16Cl16N2O2P
Method: DFT, wB97M-V/def2-TZVPD

## Properties
**Lowest unoccupied orbital energy**: -3.51 eV
**Net charge**: +1
**HOMO energy**: -11.4052 eV

Each line ends with the Löwdin charge.
Geometry (Å):
C 6.09 -1.23 0.87  -0.123
C 4.72 -2.12 0.92  -0.227
C 3.51 -1.09 1.22  -0.166
C 2.73 -0.80 -0.18  -0.153
O 1.31 -0.66 0.14  -0.076
C 0.99 0.62 0.64  -0.163
N 1.77 1.83 0.80  0.168
C 0.82 2.75 1.37  -0.010
N -0.49 2.23 1.60  0.010
C -0.45 0.84 1.15  -0.310
P -1.80 -0.48 1.19  0.889
C -0.94 -1.98 2.01  -0.318
O -2.27 -0.96 -0.39  -0.359
H 6.97 -1.93 1.04  0.078
H 6.06 -0.41 1.66  0.067
H 6.15 -0.69 -0.15  0.084
H 4.74 -2.86 1.79  0.112
H 4.61 -2.65 -0.08  0.105
H 3.88 -0.09 1.68  0.106
H 2.77 -1.62 1.91  0.118
H 3.14 0.12 -0.71  0.128
H 2.87 -1.68 -0.90  0.144
H 2.77 1.94 0.57  0.165
H 1.03 3.82 1.69  0.164
H -1.34 2.65 2.01  0.105
H -0.25 -1.52 2.81  0.059
H -0.25 -2.47 1.24  0.023
H -1.70 -2.72 2.45  -0.002
H -3.06 -1.54 -0.26  0.033
C -2.99 4.42 -0.09  -1.983
Cl -3.26 4.76 1.63  0.540
Cl -4.51 4.63 -0.99  0.551
Cl -1.77 5.54 -0.73  0.498
Cl -2.42 2.75 -0.28  0.593
C -2.64 -5.64 1.47  -1.986
Cl -3.64 -4.23 1.05  0.493
Cl -3.11 -6.23 3.08  0.546
Cl -2.89 -6.93 0.28  0.526
Cl -0.92 -5.18 1.49  0.552
C -3.30 -4.93 -3.66  -2.012
Cl -3.56 -4.61 -1.93  0.453
Cl -4.83 -4.70 -4.54  0.529
Cl -2.08 -3.80 -4.29  0.515
Cl -2.74 -6.60 -3.87  0.524
C -1.94 8.70 -3.34  -2.024
Cl -2.68 10.22 -3.89  0.532
Cl -3.21 7.59 -2.78  0.478
Cl -1.06 7.95 -4.69  0.519
Cl -0.81 9.03 -2.01  0.504

=====

No. 3
Molecular formula: C36H98N6O10
Method: DFT, wB97M-V/def2-TZVPD

## Properties
**Lowest unoccupied orbital energy**: 0.35 eV
**Net charge**: 0
**Structure (SMILES)**: COC[C@H](C)N.COC[C@H](C)N.COC[C@H](C)N.COC[C@H](C)N.COC[C@H](C)N.COC[C@H](C)N.CC(C)O.CC(C)O.CC(C)O.CC(C)O
**HOMO energy**: -8.7776 eV

Each line ends with the Löwdin charge.
Geometry (Å):
C 13.68 13.70 19.80  -0.110
O 15.07 13.59 19.53  -0.198
C 15.42 14.47 18.43  -0.201
C 15.71 15.86 18.86  -0.470
C 15.85 16.89 17.72  -0.055
N 16.92 15.85 19.69  0.041
H 13.49 14.50 20.50  0.082
H 13.32 12.78 20.23  0.082
H 13.20 13.90 18.87  0.060
H 16.24 13.91 17.93  0.138
H 14.53 14.48 17.73  0.103
H 14.83 16.20 19.43  0.136
H 15.96 17.90 18.14  0.083
H 14.89 16.98 17.24  0.042
H 16.68 16.72 17.07  0.071
H 16.71 15.09 20.37  0.087
H 16.85 16.71 20.23  0.066
C 11.25 7.00 13.78  -0.101
O 11.61 7.94 12.79  -0.201
C 12.64 8.87 13.13  -0.183
C 12.06 10.21 13.58  -0.408
C 10.97 10.80 12.56  -0.012
N 13.18 11.06 13.81  0.067
H 10.78 6.13 13.29  0.093
H 10.57 7.47 14.49  0.078
H 12.13 6.68 14.33  0.081
H 13.27 8.49 13.93  0.116
H 13.25 8.91 12.22  0.122
H 11.51 10.02 14.46  0.107
H 11.42 10.96 11.59  0.047
H 10.63 11.80 12.95  0.071
H 10.16 10.07 12.56  0.068
H 13.79 11.00 13.05  0.054
H 12.90 12.06 13.84  0.062
C 10.46 9.59 17.92  -0.101
O 11.75 9.26 17.36  -0.199
C 12.63 10.38 17.32  -0.203
C 14.12 9.98 17.19  -0.458
C 14.72 9.49 18.47  -0.062
N 14.84 11.17 16.68  0.042
H 9.88 8.70 17.79  0.073
H 9.96 10.43 17.37  0.088
H 10.51 9.91 18.99  0.095
H 12.34 11.00 16.47  0.096
H 12.54 11.03 18.21  0.119
H 14.19 9.16 16.50  0.114
H 15.76 9.11 18.31  0.091
H 14.07 8.76 18.96  0.082
H 14.78 10.43 19.03  0.073
H 14.44 11.45 15.78  0.033
H 15.84 10.92 16.53  0.090
C 11.18 18.30 15.05  -0.104
O 12.23 18.38 14.12  -0.212
C 13.44 18.72 14.74  -0.202
C 13.54 20.23 15.04  -0.461
C 13.64 21.07 13.77  -0.063
N 14.67 20.38 15.89  0.026
H 11.02 19.21 15.64  0.089
H 11.39 17.54 15.78  0.067
H 10.26 18.11 14.50  0.087
H 13.59 18.19 15.66  0.094
H 14.30 18.45 14.04  0.156
H 12.67 20.59 15.59  0.122
H 14.07 22.05 14.00  0.070
H 12.67 21.25 13.28  0.073
H 14.27 20.55 13.02  0.082
H 15.00 21.34 15.94  0.077
H 15.47 19.76 15.75  0.082
C 7.34 14.78 21.01  -0.112
O 7.48 14.75 19.62  -0.191
C 8.28 15.73 19.00  -0.193
C 8.37 15.33 17.53  -0.459
C 8.88 13.93 17.37  -0.055
N 9.11 16.28 16.78  0.052
H 7.16 15.75 21.44  0.078
H 8.20 14.34 21.51  0.089
H 6.50 14.18 21.29  0.082
H 7.83 16.67 19.09  0.110
H 9.25 15.74 19.43  0.119
H 7.30 15.36 17.26  0.142
H 9.95 13.74 17.59  0.081
H 8.76 13.59 16.34  0.069
H 8.33 13.23 18.00  0.077
H 9.21 16.01 15.80  0.042
H 8.55 17.13 16.65  0.090
C 12.44 16.94 10.87  -0.093
O 11.93 17.85 9.90  -0.194
C 12.58 19.11 9.80  -0.195
C 11.62 20.25 9.34  -0.460
C 11.09 20.06 7.96  -0.066
N 12.34 21.48 9.43  0.033
H 12.25 17.26 11.88  0.054
H 13.57 16.92 10.82  0.105
H 12.04 15.96 10.74  0.063
H 12.87 19.49 10.83  0.118
H 13.52 18.96 9.20  0.139
H 10.82 20.24 10.04  0.130
H 10.50 20.91 7.70  0.060
H 10.35 19.25 7.91  0.088
H 11.81 19.97 7.20  0.068
H 12.37 21.85 10.36  0.065
H 13.31 21.34 9.11  0.086
C 14.69 12.99 10.13  -0.068
C 13.59 12.03 9.72  -0.485
C 13.37 12.11 8.24  -0.075
O 14.15 10.72 10.09  -0.085
H 14.44 14.04 9.94  0.078
H 15.59 12.79 9.53  0.088
H 14.92 12.92 11.20  0.073
H 12.73 12.20 10.38  0.115
H 13.02 13.20 8.01  0.117
H 12.59 11.43 7.83  0.076
H 14.26 11.87 7.65  0.084
H 13.51 10.05 9.81  0.083
C 20.86 14.11 14.92  -0.056
C 20.02 14.44 13.65  -0.487
C 19.02 15.56 13.87  -0.064
O 20.79 14.80 12.49  -0.064
H 21.40 14.97 15.26  0.067
H 21.53 13.24 14.80  0.084
H 20.17 13.86 15.72  0.070
H 19.40 13.55 13.46  0.127
H 18.40 15.34 14.73  0.064
H 18.40 15.62 12.97  0.078
H 19.55 16.50 14.05  0.085
H 21.67 14.37 12.48  0.095
C 12.51 14.71 15.61  -0.040
C 12.82 15.07 14.18  -0.492
C 14.27 14.83 13.91  -0.046
O 12.14 14.27 13.21  -0.075
H 12.77 13.68 15.84  0.075
H 11.46 14.82 15.89  0.053
H 12.97 15.49 16.22  0.074
H 12.60 16.11 13.98  0.106
H 14.56 15.14 12.89  0.083
H 14.42 13.78 13.96  0.051
H 14.96 15.31 14.64  0.090
H 11.18 14.46 13.31  0.043
C 9.24 14.80 11.22  -0.054
C 9.01 15.74 12.34  -0.447
C 7.55 16.22 12.49  -0.026
O 9.48 15.07 13.53  -0.078
H 10.25 14.46 11.13  0.057
H 9.00 15.20 10.22  0.096
H 8.58 13.93 11.26  0.093
H 9.61 16.60 12.24  0.116
H 6.91 15.40 12.62  0.060
H 7.31 16.83 11.59  0.102
H 7.36 16.73 13.42  0.068
H 8.96 14.29 13.71  0.095

=====

Quick rundown of orbital gap, same order as above: 6.739, 7.892, 9.130 eV